Density functional theory data (wB97M-V/def2-TZVPD) for an isolated molecule of C2H9N3OS in a non-equilibrium geometry.

## Properties
LUMO energy (spin up / spin down) = 0.4 / 0.4 eV
HOMO energy (spin up / spin down) = -0.2847 / -0.2847 hartree
ΔE to the lowest compared entry with this formula, charge and spin = 2.107 eV
gap between HOMO and LUMO (spin up / spin down) = 8.15 / 8.15 eV

Structure (ORCA input):
```
! wB97M-V def2-TZVPD RIJCOSX def2/J DEFGRID3
* xyz 0 1
H 0.13 0.30 2.05
N -0.50 -2.89 -0.06
O 1.24 -1.46 -1.25
C 0.13 2.28 -0.75
N -0.69 0.01 0.12
H -1.02 -2.51 0.75
H 0.31 -3.11 0.42
N -0.93 1.39 -0.11
H -0.26 3.26 -0.58
H 1.36 0.40 0.92
S -0.21 -1.61 -1.17
H 0.24 1.90 -1.79
H -1.65 1.27 -0.76
H 1.05 2.23 -0.25
C 0.36 -0.21 1.04
H 0.43 -1.26 1.41
*
```

Atomic partial charges in e from the natural (NBO) method, atoms 1 to 6: atom 1 (H): 0.208, atom 2 (N): -1.011, atom 3 (O): -0.923, atom 4 (C): -0.446, atom 5 (N): -0.440, atom 6 (H): 0.388

Density functional theory data (wB97M-V/def2-TZVPD) for a cluster of 2 separate species, C3H8FNS in total in a non-equilibrium geometry.

## Properties
LUMO energy (spin up / spin down) = 0.9 / -1.5 eV
HOMO energy (spin up / spin down) = -0.2653 / -0.3212 hartree
ΔE to the lowest compared entry with this formula, charge and spin = 0.000 eV
gap between HOMO and LUMO (spin up / spin down) = 8.10 / 7.29 eV

Structure (ORCA input):
```
! wB97M-V def2-TZVPD RIJCOSX def2/J DEFGRID3
* xyz 0 3
F 1.25 -0.22 0.39
S -2.02 -1.49 1.05
H -0.92 -3.37 0.55
N -1.01 -2.77 1.31
C 0.36 0.79 0.09
H 2.08 2.14 -0.08
H -1.60 0.80 -1.01
H 0.56 2.72 -0.80
H -0.08 -2.40 1.55
C 1.13 1.79 -0.62
H 0.09 1.26 0.99
H 1.44 1.46 -1.61
C -0.74 0.15 -0.70
H -0.53 -0.86 -1.10
*
```

Atomic partial charges in e from the natural (NBO) method, atoms 1 to 6: atom 1 (F): -0.381, atom 2 (S): 0.168, atom 3 (H): 0.371, atom 4 (N): -0.899, atom 5 (C): 0.099, atom 6 (H): 0.223

Density functional theory data (wB97M-V/def2-TZVPD) for a structure of composition C30H32F3N2O8PS2Se2Tc in a non-equilibrium geometry.

## Properties
LUMO energy (spin up / spin down) = -0.3 / -0.7 eV
HOMO energy (spin up / spin down) = -0.2635 / -0.2635 hartree
ΔE to the lowest compared entry with this formula, charge and spin = 2.242 eV
gap between HOMO and LUMO (spin up / spin down) = 6.86 / 6.51 eV

Structure (ORCA input):
```
! wB97M-V def2-TZVPD RIJCOSX def2/J DEFGRID3
* xyz 0 2
N -0.06 -2.01 -3.26
H -5.36 3.32 -0.08
F 4.46 3.04 -0.34
H 0.24 -0.59 6.57
C 1.70 1.69 4.56
O 2.19 1.21 -0.09
Se -2.19 1.53 -0.64
C 0.73 -0.08 3.28
C -0.07 -0.66 -3.52
C -0.41 -4.45 -0.06
C -0.69 -3.42 -0.94
H 0.34 -5.40 -2.68
C 1.30 1.07 5.73
H -1.16 -5.66 1.54
C -2.95 3.28 -1.19
H 0.57 -4.90 -0.04
H -0.54 -2.61 -3.92
O -2.53 6.04 -1.21
H -1.15 -0.79 -5.36
F 4.22 1.65 -1.98
H 2.17 2.60 6.97
H -2.13 -1.94 -1.56
H -1.16 1.66 -5.72
H 3.46 -2.55 -1.99
C 1.40 -5.15 -2.68
H 1.72 1.61 2.41
C 4.59 1.75 -0.68
Se -1.21 2.46 1.23
O 3.77 -0.63 -0.51
C 0.52 1.46 -2.81
H -0.05 3.13 -4.00
C -2.64 -4.29 0.83
H 4.43 -6.53 -3.26
C 2.34 -6.10 -3.02
H 5.16 -4.26 -2.63
O 1.82 -1.10 1.12
H -5.08 4.41 1.30
Tc 1.39 -0.60 -0.89
C 4.10 -4.50 -2.65
H -4.16 1.75 1.12
C -1.39 -4.88 0.83
H -3.89 -2.77 -0.03
H -3.39 -4.61 1.54
C 3.69 -5.78 -3.00
O -0.21 -2.12 1.97
C -2.92 -3.25 -0.04
H -2.53 4.47 2.00
H 0.76 1.80 7.68
H 1.02 2.05 -2.05
S 0.48 -0.88 1.73
C -3.64 5.55 -0.47
C -0.68 -0.13 -4.65
N 0.55 0.13 -2.61
C -2.18 4.18 1.01
H -2.67 6.96 -1.42
O -4.43 2.54 1.61
C 3.16 -3.55 -2.30
H -0.24 -1.63 4.36
H 2.31 0.96 7.61
C -1.94 -2.80 -0.91
H -3.80 3.09 -1.85
O 3.91 0.69 1.62
C 1.41 1.13 3.32
C -0.07 2.05 -3.90
H -4.55 5.55 -1.09
C 1.81 -3.87 -2.32
C 0.57 -0.12 5.66
H -1.46 4.91 0.65
H -3.83 6.19 0.40
P 0.66 -2.56 -1.80
H -2.18 3.80 -1.75
C -4.63 3.60 0.70
H 2.03 -7.11 -3.28
F 5.88 1.44 -0.61
C -0.68 1.24 -4.85
O -0.31 0.03 0.85
C 0.30 -0.70 4.44
S 3.47 0.57 0.27
C -3.35 4.12 0.02
H 2.26 2.62 4.61
C 1.65 1.65 7.08
*
```

Atomic partial charges in e from the Mulliken method, atoms 1 to 6: atom 1 (N): -0.030, atom 2 (H): 0.295, atom 3 (F): -0.226, atom 4 (H): 0.391, atom 5 (C): -1.323, atom 6 (O): -0.343

Density functional theory data (wB97M-V/def2-TZVPD) for a structure of composition C46H56As2N2O9PbSSiTe in a non-equilibrium geometry.

## Properties
LUMO energy = 3.7 eV
HOMO energy = -0.0255 hartree
ΔE to the lowest compared entry with this formula, charge and spin = 1.236 eV
gap between HOMO and LUMO = 4.44 eV

Structure (ORCA input):
```
! wB97M-V def2-TZVPD RIJCOSX def2/J DEFGRID3
* xyz -2 1
C 3.25 -4.98 1.38
H -3.97 -3.70 3.11
H 6.26 -0.56 -2.38
Si 1.11 -2.89 -1.53
H 1.36 -4.00 1.17
H 2.55 3.66 3.80
H 3.44 2.02 0.48
C 2.50 -3.88 -0.65
H -0.01 -4.90 -2.62
C 5.36 0.06 -2.52
C -6.65 -2.78 1.26
H 4.95 4.23 3.34
H -0.62 -2.12 2.46
H -1.22 -3.86 -1.85
H -2.90 2.75 3.66
H 3.07 -5.25 2.41
H -0.92 3.00 -4.18
H 5.67 1.10 -2.47
H 1.37 3.27 -0.04
H 3.15 2.93 -4.81
H 4.50 -2.75 1.86
C -6.00 -2.02 0.29
C -4.06 3.67 -0.42
C 2.29 -4.27 0.67
C -1.28 1.58 -2.54
As 2.60 0.71 -1.48
N -1.06 0.23 -2.21
H 5.68 0.11 2.38
O 1.15 0.82 5.17
C -1.85 2.47 -1.65
C -2.54 3.72 3.32
H -1.27 7.15 2.11
C -4.05 5.54 -2.18
H -1.86 4.24 -2.94
H 5.21 -5.86 1.31
Pb 0.24 -0.67 -0.30
C -2.46 6.11 3.56
C 3.25 2.33 -0.55
C -1.63 6.18 2.46
H 4.08 -1.33 -1.47
H -6.41 -3.96 3.03
N -2.24 2.09 -0.32
H 2.74 4.38 -0.09
O 0.82 0.11 2.85
H 4.50 2.08 -4.05
H -4.88 5.91 -1.58
C 2.83 1.60 3.38
C -1.17 -0.36 -4.54
C 3.27 2.91 3.51
C 4.60 3.21 3.25
H -2.09 -2.30 3.43
C 4.68 -4.93 -0.55
H -1.06 -1.70 -2.90
C 1.79 -2.72 -3.33
H 2.01 3.79 -1.59
C 3.71 -4.22 -1.24
H -4.08 4.49 -3.81
H -0.59 5.08 0.93
C -4.62 -1.89 0.32
O -4.58 5.24 -3.47
C -0.86 1.38 -6.35
O -2.00 1.00 -7.12
C 3.52 2.51 -3.86
H -2.46 0.32 -6.62
H -1.21 -1.14 -5.29
O 2.36 -2.27 3.33
O 2.51 -0.92 0.78
H -7.72 -2.90 1.24
H -2.73 7.01 4.10
H 5.62 -5.19 -1.03
H 3.64 3.34 -3.16
C -3.40 2.63 0.14
C -1.05 1.95 -3.92
C 5.02 0.90 2.71
H -6.57 -1.54 -0.49
H 4.73 -0.08 -0.45
H -4.98 4.05 0.00
H 2.65 -2.04 -3.37
C -0.21 -4.28 -1.75
H 6.50 2.44 2.64
H 4.97 -0.14 -3.52
O -1.87 -1.97 0.26
O 0.36 2.40 3.48
H 1.52 1.91 -3.36
H -4.10 -1.30 -0.42
C -1.69 3.78 2.22
C -1.10 -0.66 -3.20
C -1.58 -2.63 2.52
H 2.09 -3.69 -3.74
H 3.91 -3.92 -2.27
H -3.76 2.18 1.07
H 0.03 0.88 -6.77
C 4.45 -5.31 0.76
H -3.59 4.81 4.84
C -4.53 -3.23 2.32
C -5.91 -3.37 2.27
C -2.33 3.76 -2.08
H -3.31 6.35 -2.28
H -0.73 2.46 -6.47
H 1.03 -2.30 -3.98
C -3.87 -2.49 1.33
C -3.43 4.34 -1.53
H 2.48 0.62 -4.02
C -1.24 5.02 1.79
C -1.01 1.02 -4.90
H -0.22 -4.93 -0.87
C -2.93 4.87 3.99
H 4.21 2.61 -0.99
C 3.69 0.58 2.96
C -2.40 -2.33 1.30
Te -0.90 1.90 1.42
As 3.01 -1.15 2.35
H -1.38 -3.70 2.59
C 5.47 2.20 2.86
C 4.33 -0.27 -1.45
C 2.52 1.48 -3.34
S 1.16 1.17 3.78
O 4.69 -1.83 2.07
C 2.29 3.51 -0.57
*
```

Atomic partial charges in e from the natural (NBO) method, atoms 1 to 6: atom 1 (C): -0.217, atom 2 (H): 0.206, atom 3 (H): 0.201, atom 4 (Si): 0.865, atom 5 (H): 0.218, atom 6 (H): 0.237

Q: ΔE to the lowest compared entry with this formula, charge and spin of number 2 (C3H8FNS)?
A: 0.000 eV

Q: The highest ΔE to the lowest compared entry with this formula, charge and spin belongs to which entry?
A: C30H32F3N2O8PS2Se2Tc

Q: The lowest ΔE to the lowest compared entry with this formula, charge and spin belongs to which entry?
A: C3H8FNS

Q: Which value of ΔE to the lowest compared entry with this formula, charge and spin does entry 4 give?
A: 1.236 eV